Below is a structure of composition C32H28CrN4OP2S, with properties calculated with ωB97M-V/def2-TZVPD.

```
! RIJCOSX wB97M-V def2-TZVPD def2/J DEFGRID3
* xyz 0 5
Cr 1.50117 -0.63069 1.29148
N 3.21320 0.14941 5.25166
C 2.88758 -0.05380 3.93963
S 1.37770 -0.89248 3.64963
N 3.70806 0.41596 3.05541
N 3.30917 0.23263 1.74350
C 4.15388 0.64912 0.86651
C 4.01392 0.58343 -0.56919
C 5.06949 1.10687 -1.33649
C 5.04995 1.09104 -2.71111
C 3.94478 0.52985 -3.36058
C 2.89526 0.00967 -2.64098
C 2.89121 0.02324 -1.23161
O 1.85403 -0.45641 -0.60081
H 2.75673 -0.43314 5.92982
H 4.16576 0.41766 5.43614
H 5.06901 1.09596 1.25215
H 5.92025 1.53105 -0.81408
H 5.87515 1.49882 -3.27869
H 3.91158 0.50637 -4.44330
H 2.02939 -0.41899 -3.13134
N -1.53527 -0.16696 0.12913
P -0.69038 -1.60743 0.43791
C -1.87574 -2.62851 1.35849
C -3.08360 -3.02929 0.78605
C -3.99743 -3.76024 1.52642
C -3.70268 -4.10822 2.83986
C -2.49811 -3.72695 3.40919
C -1.58368 -2.98579 2.67175
C -0.56394 -2.43402 -1.17213
C 0.22373 -3.58038 -1.24926
C 0.38961 -4.23461 -2.45835
C -0.22256 -3.73981 -3.60302
C -0.99500 -2.59046 -3.53388
C -1.16545 -1.93592 -2.32107
P -0.67120 1.25322 0.57145
C -0.37214 2.08053 -1.02598
C 0.88961 2.62355 -1.24026
C 1.19412 3.24308 -2.44605
C 0.23597 3.31273 -3.44392
C -1.02786 2.76814 -3.23867
C -1.33110 2.15782 -2.03352
C -1.98819 2.30472 1.26866
C -3.21162 1.83238 1.72703
C -4.14053 2.70405 2.28368
C -3.85203 4.05390 2.39536
C -2.62344 4.53274 1.95496
C -1.69983 3.66503 1.39984
H -2.54663 -0.18101 0.14625
H -3.29794 -2.78581 -0.24924
H -4.93361 -4.06906 1.07974
H -4.41483 -4.68453 3.41645
H -2.26660 -4.00327 4.42950
H -0.64467 -2.68160 3.11780
H 0.72170 -3.95479 -0.36081
H 1.00649 -5.12221 -2.51129
H -0.08664 -4.24546 -4.55033
H -1.46020 -2.19503 -4.42793
H -1.73820 -1.01804 -2.27178
H 1.64850 2.53480 -0.47057
H 2.18531 3.64621 -2.60962
H 0.47206 3.78514 -4.38903
H -1.77426 2.82247 -4.02122
H -2.31694 1.73454 -1.87318
H -3.45601 0.77659 1.69034
H -5.08893 2.31908 2.63589
H -4.57575 4.73107 2.82963
H -2.38550 5.58473 2.04474
H -0.74589 4.04729 1.05330
*
```

* max |F|: 0.44 eV/Å
* highest occupied orbital energy (spin up / spin down): -7.1 / -7.4 eV
* E_tot: -3655.9605 Eh
* <S²>: 6.02

Calculated atomic charges, method Löwdin, unit e: 0.34, 0.05, -0.87, 0.56, -0.02, -0.13, -0.07, -0.15, -0.06, -0.11, -0.09, -0.02, -0.36, -0.26, 0.07, 0.09, 0.13, 0.11, 0.09, 0.10, 0.12, -0.37, 0.92, -0.34, -0.09, -0.08, -0.08, -0.07, -0.09, -0.36, -0.09, -0.08, -0.08, -0.08, -0.09, 0.98, -0.37, -0.10, -0.07, -0.08, -0.08, -0.09, -0.35, -0.10, -0.09, -0.09, -0.08, -0.10, 0.05, 0.11, 0.10, 0.10, 0.11, 0.04, 0.11, 0.10, 0.10, 0.10, 0.09, 0.10, 0.11, 0.10, 0.10, 0.10, 0.09, 0.10, 0.10, 0.10, 0.11

Below is a structure of composition C32H28ILiN7O2PS at a distorted geometry, with properties calculated with ωB97M-V/def2-TZVPD.

```
! RIJCOSX wB97M-V def2-TZVPD def2/J DEFGRID3
* xyz 0 1
Li 0.21229 0.07064 0.26935
N 5.39798 4.46329 5.00464
C 4.51869 3.49659 4.56388
C 3.45213 3.08484 5.36871
C 2.60639 2.07711 4.94796
C 2.81443 1.46892 3.72553
C 3.87930 1.84550 2.93058
C 4.72829 2.85423 3.33966
S 1.68472 0.24958 3.08293
O 0.60240 0.04437 4.01689
O 2.42183 -0.94373 2.72505
N 1.15736 0.82133 1.67144
C 0.51983 1.96677 1.59864
N 0.44011 2.79690 2.65477
C -0.21114 3.92296 2.48545
C -0.74894 4.30790 1.26423
C -0.59314 3.40335 0.22514
N -0.01125 2.23190 0.37651
H 5.08290 5.06431 5.74862
H 5.97327 4.90649 4.30737
H 3.29783 3.56576 6.32549
H 1.77856 1.75056 5.55531
H 4.03296 1.33596 1.99254
H 5.56350 3.15589 2.72167
H -0.28913 4.56217 3.35931
H -1.24834 5.25357 1.13939
H -0.94315 3.63381 -0.77539
N -2.32368 -1.69247 -1.17389
P -1.42756 -0.37803 -1.80930
C -2.59137 0.99441 -1.49502
C -2.55584 2.09449 -2.34554
C -3.32559 3.21071 -2.07778
C -4.12923 3.23842 -0.95032
C -4.16942 2.14459 -0.10093
C -3.40185 1.02472 -0.36763
C -1.86378 -0.63861 -3.57778
C -3.18028 -0.82424 -3.99005
C -3.47670 -0.95172 -5.33433
C -2.46542 -0.87885 -6.28039
C -1.15245 -0.70508 -5.87779
C -0.85393 -0.59388 -4.53043
C -1.97856 -2.21661 0.04776
C -2.53463 -3.41819 0.49885
C -2.21710 -3.84809 1.77011
C -1.35498 -3.07936 2.54101
C -0.84136 -1.91225 2.00345
N -1.14380 -1.48660 0.78337
H -2.77759 -2.32899 -1.81944
H -1.91203 2.07009 -3.21567
H -3.29095 4.06405 -2.74081
H -4.71788 4.11682 -0.73157
H -4.79629 2.17005 0.77842
H -3.42118 0.17773 0.30471
H -3.97408 -0.85137 -3.25616
H -4.49983 -1.09740 -5.65006
H -2.70072 -0.95214 -7.33166
H -0.35990 -0.65148 -6.61040
H 0.16903 -0.46858 -4.20461
H -3.20180 -3.97951 -0.13840
H -2.63692 -4.76586 2.15567
H -1.07930 -3.37313 3.53927
H -0.17640 -1.28733 2.57333
I 5.46151 -2.47957 -0.47631
C 3.95192 -1.26513 -1.28803
C 4.12529 -0.68127 -2.53188
C 3.11165 0.13515 -3.01145
C 1.97320 0.29595 -2.23472
N 1.80256 -0.30590 -1.06831
C 2.77501 -1.05425 -0.58276
H 5.02448 -0.84430 -3.10917
H 3.20788 0.62728 -3.97028
H 1.15635 0.93226 -2.55114
H 2.61415 -1.46712 0.40211
*
```

* max |F|: 1.90 eV/Å
* highest occupied orbital energy: -7.7 eV
* E_tot: -2814.8796 Eh

Calculated atomic charges, method Löwdin, unit e: 0.49, 0.09, -0.33, -0.03, -0.06, -0.30, -0.06, -0.03, 0.60, -0.32, -0.33, -0.17, -0.51, 0.14, -0.13, -0.06, -0.15, 0.09, 0.09, 0.09, 0.11, 0.11, 0.11, 0.11, 0.11, 0.09, 0.10, -0.13, 1.06, -0.38, -0.12, -0.10, -0.09, -0.08, -0.08, -0.36, -0.10, -0.08, -0.08, -0.08, -0.10, -0.41, -0.02, -0.06, -0.05, -0.11, 0.04, 0.10, 0.11, 0.11, 0.10, 0.10, 0.10, 0.11, 0.10, 0.10, 0.10, 0.08, 0.11, 0.11, 0.11, 0.05, 0.87, -0.69, -0.14, -0.05, -0.18, 0.00, -0.20, 0.10, 0.11, 0.09, 0.08